{"formula": "C4H12N3S", "method": "the ωB97M-V functional and the def2-TZVPD basis", "elements": ["C", "N", "C", "N", "H", "H", "H", "H", "H", "H", "C", "C", "S", "N", "H", "H", "H", "H", "H", "H"], "positions_angstrom": [[2.87, -0.39, -0.62], [1.71, -0.54, 0.25], [1.65, -1.52, 1.20], [0.56, -1.83, 1.84], [2.62, 0.38, -1.35], [3.77, -0.05, -0.06], [3.09, -1.31, -1.13], [0.81, -0.22, -0.18], [2.64, -2.00, 1.41], [0.70, -2.61, 2.50], [-2.74, 1.02, -0.43], [-1.48, 1.79, -0.80], [-0.29, 0.75, -1.72], [-2.54, -0.16, 0.42], [-3.22, 0.70, -1.37], [-3.48, 1.72, 0.11], [-0.99, 2.18, 0.10], [-1.74, 2.68, -1.48], [-2.19, 0.11, 1.34], [-1.75, -0.70, -0.02]], "total_energy_ha": -722.0851, "relative_energy_kj_mol": 118.65, "homo_energy_ev": -2.99, "orbital_gap_ev": 6.725, "total_charge": -1, "lumo_energy_ev": 3.74}



{"formula": "C41H37B3F13NO22S3", "method": "the ωB97M-V functional and the def2-TZVPD basis", "elements": ["O", "S", "O", "C", "B", "O", "B", "C", "C", "C", "S", "C", "S", "N", "C", "C", "O", "C", "C", "O", "B", "C", "C", "C", "F", "F", "C", "F", "F", "C", "F", "F", "C", "F", "F", "C", "F", "F", "C", "F", "F", "F", "O", "H", "H", "H", "H", "H", "H", "H", "H", "H", "H", "H", "H", "H", "H", "H", "H", "H", "H", "H", "H", "H", "O", "C", "C", "C", "O", "C", "O", "C", "C", "O", "H", "H", "H", "H", "O", "C", "C", "C", "O", "C", "O", "C", "C", "O", "H", "H", "H", "H", "O", "C", "C", "C", "O", "C", "O", "C", "C", "O", "H", "H", "H", "H", "O", "C", "C", "C", "O", "C", "O", "C", "C", "O", "H", "H", "H", "H"], "positions_angstrom": [[-3.05, 2.16, 2.22], [-1.63, 2.60, 1.98], [-1.14, 1.92, 0.71], [-1.59, 4.44, 1.69], [-0.28, 4.74, 0.78], [1.08, 4.52, 1.16], [1.85, 3.89, 0.11], [3.25, 3.13, 0.47], [4.14, 3.91, 1.55], [4.71, 2.99, 2.72], [5.75, 1.57, 2.14], [5.07, -0.01, 2.88], [3.43, -0.14, 3.12], [6.08, -1.01, 3.22], [6.82, -1.51, 2.04], [8.23, -2.08, 2.61], [7.99, -2.68, 3.92], [6.69, -3.29, 3.98], [5.53, -2.15, 4.01], [1.43, 3.84, -1.29], [0.04, 4.20, -1.42], [-0.99, 3.51, -2.49], [-1.32, 4.48, -3.72], [-0.43, 4.22, -5.02], [-0.63, 5.37, -5.85], [0.93, 4.27, -4.64], [-0.84, 2.92, -5.87], [-2.12, 2.52, -5.42], [-1.05, 3.37, -7.20], [0.23, 1.74, -5.88], [1.35, 2.24, -6.60], [0.75, 1.44, -4.59], [-0.22, 0.41, -6.64], [-1.23, 0.57, -7.59], [0.92, -0.04, -7.36], [-0.64, -0.82, -5.70], [-1.02, -1.87, -6.60], [0.44, -1.37, -4.98], [-1.93, -0.56, -4.78], [-3.06, -0.19, -5.53], [-2.26, -1.83, -4.24], [-1.70, 0.26, -3.69], [-0.49, 5.25, -0.57], [-0.81, 2.30, 3.08], [-2.51, 4.68, 1.07], [-1.60, 5.02, 2.67], [3.88, 3.00, -0.48], [2.97, 2.12, 0.90], [3.52, 4.73, 2.06], [5.02, 4.41, 1.01], [5.40, 3.66, 3.36], [3.87, 2.68, 3.41], [6.23, -2.33, 1.47], [7.08, -0.72, 1.27], [8.75, -2.79, 1.89], [8.86, -1.15, 2.80], [6.52, -3.93, 4.91], [6.51, -4.01, 3.09], [4.61, -2.64, 3.57], [5.39, -1.84, 5.10], [-1.96, 3.35, -1.89], [-0.63, 2.48, -2.80], [-2.44, 4.53, -3.96], [-1.05, 5.54, -3.38], [-1.89, -4.46, -4.55], [-2.07, -5.34, -5.37], [-1.83, -6.75, -5.07], [-2.02, -7.69, -6.00], [-1.81, -9.00, -5.74], [-2.48, -7.33, -7.38], [-2.63, -8.22, -8.21], [-2.74, -5.92, -7.67], [-2.56, -4.99, -6.74], [-2.80, -3.67, -7.00], [-1.50, -7.00, -4.07], [-2.01, -9.47, -6.57], [-3.09, -5.68, -8.67], [-2.59, -3.20, -6.18], [-0.31, 1.61, 9.28], [0.50, 1.74, 8.38], [1.26, 2.98, 8.17], [2.12, 3.09, 7.16], [2.83, 4.23, 6.96], [2.35, 1.97, 6.21], [3.13, 2.11, 5.29], [1.61, 0.72, 6.43], [0.75, 0.61, 7.44], [0.05, -0.54, 7.66], [1.08, 3.79, 8.87], [3.38, 4.06, 6.17], [1.79, -0.10, 5.74], [-0.50, -0.37, 8.45], [-2.09, -7.11, 6.01], [-1.63, -6.00, 5.78], [-1.52, -4.96, 6.80], [-1.02, -3.76, 6.50], [-0.91, -2.78, 7.44], [-0.56, -3.43, 5.12], [-0.13, -2.32, 4.88], [-0.65, -4.48, 4.10], [-1.14, -5.68, 4.40], [-1.22, -6.67, 3.47], [-1.86, -5.21, 7.80], [-0.53, -2.01, 6.97], [-0.29, -4.24, 3.11], [-1.61, -7.43, 3.94], [-4.37, 3.72, -1.98], [-5.29, 3.08, -2.47], [-5.18, 2.43, -3.78], [-6.22, 1.76, -4.29], [-6.13, 1.15, -5.50], [-7.51, 1.64, -3.55], [-8.44, 1.04, -4.06], [-7.61, 2.27, -2.23], [-6.58, 2.94, -1.72], [-6.65, 3.53, -0.50], [-4.24, 2.52, -4.30], [-7.01, 0.73, -5.64], [-8.55, 2.17, -1.70], [-5.78, 3.95, -0.36]], "smiles": "O=[SH](=O)CB1OB(CCCSC(=S)N2CCOCC2)OB(CCC(F)(F)C(F)(F)C(F)(F)C(F)(F)C(F)(F)C(F)(F)F)O1.O=C1C=C(O)C(=O)C=C1O.O=C1C=C(O)C(=O)C=C1O.O=C1C=C(O)C(=O)C=C1O.O=C1C=C(O)C(=O)C=C1O", "total_energy_ha": -5862.0100, "homo_energy_ev": -8.57, "orbital_gap_ev": 6.565, "total_charge": 0, "lumo_energy_ev": -2.00}



{"formula": "C22H18N4O5S7Ti", "method": "the ωB97M-V functional and the def2-TZVPD basis", "elements": ["Ti", "O", "C", "C", "C", "C", "C", "C", "C", "O", "N", "N", "C", "C", "C", "C", "C", "C", "N", "H", "H", "H", "H", "H", "H", "H", "H", "H", "H", "S", "C", "S", "C", "C", "S", "S", "S", "S", "C", "N", "C", "C", "C", "C", "H", "H", "H", "H", "H", "C", "S", "O", "O", "O", "H", "H", "H"], "positions_angstrom": [[-0.10, -0.38, 0.64], [-2.77, 0.10, 4.06], [-2.55, -1.12, 4.58], [-3.35, -1.54, 5.64], [-3.15, -2.78, 6.22], [-2.15, -3.63, 5.76], [-1.35, -3.23, 4.71], [-1.54, -1.98, 4.10], [-0.70, -1.58, 2.97], [-1.16, -0.71, 2.09], [0.50, -2.06, 2.82], [1.05, -1.51, 1.73], [2.18, -1.93, 1.19], [2.57, -1.18, 0.06], [3.73, -1.40, -0.72], [3.99, -0.56, -1.78], [3.12, 0.52, -2.03], [2.00, 0.67, -1.24], [1.71, -0.16, -0.25], [-2.18, 0.23, 3.29], [-4.13, -0.88, 5.98], [-3.78, -3.08, 7.04], [-2.00, -4.59, 6.21], [-0.57, -3.86, 4.31], [2.74, -2.77, 1.59], [4.37, -2.23, -0.48], [4.85, -0.71, -2.41], [3.31, 1.19, -2.85], [1.31, 1.49, -1.41], [-1.68, 6.79, -0.03], [-1.36, 5.20, 0.17], [-2.26, 3.94, -0.62], [-1.42, 2.57, 0.09], [-0.40, 2.87, 0.93], [0.57, 1.71, 1.77], [-0.09, 4.59, 1.20], [-1.95, 0.98, -0.30], [-0.04, 0.35, -3.73], [-1.67, 0.14, -3.57], [-2.17, -1.11, -3.31], [-3.48, -1.40, -3.29], [-4.41, -0.43, -3.51], [-3.97, 0.90, -3.70], [-2.64, 1.17, -3.74], [-1.52, -1.86, -3.04], [-3.73, -2.43, -3.10], [-5.46, -0.67, -3.52], [-4.70, 1.69, -3.81], [-2.26, 2.17, -3.92], [-2.98, -2.17, 0.08], [-1.33, -2.63, -0.52], [-1.56, -3.38, -1.74], [-0.67, -3.33, 0.55], [-0.58, -1.38, -0.84], [-3.46, -3.11, 0.31], [-3.51, -1.63, -0.69], [-2.87, -1.56, 0.97]], "total_energy_ha": -5081.3966, "relative_energy_kj_mol": 207.67, "homo_energy_ev": [-4.14, -4.20], "orbital_gap_ev": [6.192, 5.559], "multiplicity": 2, "total_charge": -1, "lumo_energy_ev": [2.05, 1.36]}



{"formula": "C3H5N3", "method": "the ωB97M-V functional and the def2-TZVPD basis", "elements": ["C", "N", "C", "N", "C", "N", "H", "H", "H", "H", "H"], "positions_angstrom": [[-1.04, 0.70, 1.13], [-0.69, -0.24, 0.12], [0.42, -0.34, -0.49], [0.22, -0.97, -1.68], [1.72, 0.17, -0.06], [2.72, 0.57, 0.34], [-0.17, 1.05, 1.68], [-1.54, 1.55, 0.65], [-1.76, 0.22, 1.80], [-0.80, -1.13, -1.39], [0.92, -1.57, -2.11]], "smiles": "C/N=C(/N)C#N", "total_energy_ha": -281.5225, "relative_energy_kj_mol": 177.37, "homo_energy_ev": -9.48, "orbital_gap_ev": 9.920, "total_charge": 0, "lumo_energy_ev": 0.44}



{"formula": "C22H45N3O3P", "method": "the ωB97M-V functional and the def2-TZVPD basis", "elements": ["C", "C", "C", "N", "C", "C", "C", "P", "C", "O", "C", "C", "C", "O", "O", "N", "N", "H", "H", "H", "H", "H", "H", "H", "H", "H", "H", "H", "H", "H", "H", "H", "H", "H", "C", "C", "C", "C", "C", "C", "H", "H", "H", "H", "H", "H", "H", "H", "H", "H", "H", "H", "H", "H", "C", "C", "C", "C", "C", "C", "H", "H", "H", "H", "H", "H", "H", "H", "H", "H", "H", "H", "H", "H"], "positions_angstrom": [[4.95, 2.80, 2.62], [5.69, 1.95, 1.44], [5.82, 2.74, 0.06], [4.77, 2.35, -0.98], [3.51, 2.89, -0.42], [2.55, 1.90, 0.28], [1.24, 2.37, 0.93], [0.04, 1.21, 1.81], [-1.75, 1.54, 1.27], [0.49, -0.36, 1.25], [1.03, 3.92, 0.79], [-0.25, 4.64, 1.43], [-1.36, 5.04, 0.35], [-1.16, 5.25, -0.85], [-2.69, 5.19, 0.85], [2.04, 4.62, 0.07], [3.17, 4.24, -0.49], [4.02, 2.18, 2.89], [4.53, 3.77, 2.16], [5.62, 2.98, 3.52], [5.08, 0.99, 1.24], [6.71, 1.66, 1.88], [5.80, 3.86, 0.27], [6.84, 2.53, -0.44], [4.67, 1.32, -1.01], [2.85, 0.80, 0.31], [-1.77, 2.27, 0.39], [-2.18, 0.53, 0.94], [-2.30, 1.96, 2.19], [0.89, -0.78, 2.04], [0.07, 5.59, 1.97], [-0.69, 3.88, 2.16], [-2.58, 5.35, 1.82], [1.85, 5.63, -0.02], [1.11, -0.99, -2.51], [0.96, -2.27, -1.72], [2.21, -2.63, -0.91], [3.47, -2.89, -1.74], [3.35, -4.01, -2.78], [3.06, -5.37, -2.17], [1.90, -1.06, -3.26], [0.17, -0.76, -3.04], [1.33, -0.14, -1.85], [0.70, -3.09, -2.39], [0.12, -2.16, -1.02], [2.00, -3.50, -0.29], [2.43, -1.81, -0.21], [4.29, -3.14, -1.06], [3.78, -1.97, -2.25], [4.28, -4.07, -3.34], [2.57, -3.76, -3.51], [3.85, -5.66, -1.47], [3.01, -6.13, -2.95], [2.11, -5.38, -1.63], [-6.68, -3.38, -1.23], [-7.08, -2.20, -0.35], [-6.10, -1.03, -0.43], [-4.68, -1.33, 0.05], [-4.57, -1.84, 1.49], [-5.06, -0.83, 2.52], [-5.72, -3.80, -0.92], [-7.43, -4.17, -1.16], [-6.60, -3.08, -2.28], [-7.19, -2.53, 0.68], [-8.06, -1.84, -0.67], [-6.50, -0.19, 0.14], [-6.04, -0.68, -1.47], [-4.07, -0.42, -0.05], [-4.21, -2.07, -0.61], [-3.52, -2.07, 1.71], [-5.12, -2.78, 1.61], [-4.49, 0.10, 2.46], [-4.94, -1.23, 3.53], [-6.12, -0.60, 2.39]], "total_energy_ha": -1596.2249, "homo_energy_ev": -12.26, "orbital_gap_ev": 7.466, "total_charge": 1, "lumo_energy_ev": -4.79}



{"formula": "C6H12", "method": "the ωB97M-V functional and the def2-TZVPD basis", "elements": ["C", "C", "C", "C", "C", "C", "H", "H", "H", "H", "H", "H", "H", "H", "H", "H", "H", "H"], "positions_angstrom": [[1.43, 0.38, 1.05], [0.06, 0.66, 1.65], [-1.13, 0.11, 0.75], [-0.84, 0.16, -0.75], [-0.80, -0.99, -1.69], [0.54, -0.41, -1.49], [1.21, 0.11, 0.01], [1.97, -0.46, 1.49], [2.09, 1.25, 0.94], [-0.08, 0.20, 2.63], [-0.08, 1.74, 1.78], [-2.00, 0.74, 1.02], [-1.39, -0.91, 1.07], [-1.15, 1.11, -1.19], [-0.91, -1.96, -1.20], [-1.22, -0.91, -2.67], [0.96, 0.31, -2.19], [1.34, -1.13, -1.22]], "smiles": "CCCC1CC1", "total_energy_ha": -235.7188, "relative_energy_kj_mol": 260.91, "homo_energy_ev": -8.94, "orbital_gap_ev": 10.165, "total_charge": 0, "lumo_energy_ev": 1.22}



{"formula": "C4H12", "method": "the ωB97M-V functional and the def2-TZVPD basis", "elements": ["C", "C", "H", "H", "H", "H", "H", "H", "C", "C", "H", "H", "H", "H", "H", "H"], "positions_angstrom": [[2.58, -1.74, -0.73], [1.47, -0.69, -1.02], [2.20, -2.44, 0.03], [2.91, -2.29, -1.62], [3.37, -1.08, -0.29], [0.65, -1.04, -1.66], [1.06, -0.40, -0.04], [1.90, 0.26, -1.42], [-2.29, 1.12, 1.58], [-1.75, 1.18, 0.17], [-3.36, 1.32, 1.55], [-2.05, 0.14, 2.02], [-1.76, 1.92, 2.14], [-2.33, 0.51, -0.47], [-0.67, 1.00, 0.05], [-1.92, 2.23, -0.29]], "smiles": "CC.CC", "total_energy_ha": -159.5715, "relative_energy_kj_mol": 35.42, "homo_energy_ev": -11.55, "orbital_gap_ev": 12.647, "total_charge": 0, "lumo_energy_ev": 1.10}



{"formula": "C6H20O6", "method": "the ωB97M-V functional and the def2-TZVPD basis", "elements": ["O", "C", "C", "O", "H", "H", "H", "H", "H", "H", "O", "C", "C", "O", "H", "H", "H", "H", "H", "H", "C", "O", "H", "H", "H", "H", "C", "O", "H", "H", "H", "H"], "positions_angstrom": [[-1.60, 0.72, 1.03], [-1.06, 1.23, 2.23], [-1.42, 0.43, 3.45], [-0.79, -0.85, 3.48], [-2.56, 0.81, 1.05], [0.03, 1.23, 2.14], [-1.33, 2.28, 2.40], [-2.50, 0.31, 3.56], [-1.07, 0.97, 4.33], [-0.57, -1.14, 2.59], [1.38, -1.73, 1.64], [1.98, -0.90, 0.66], [2.86, 0.18, 1.24], [4.15, -0.30, 1.65], [2.05, -2.26, 2.08], [2.54, -1.47, -0.09], [1.15, -0.43, 0.12], [2.35, 0.69, 2.06], [3.10, 0.91, 0.47], [4.06, -0.93, 2.36], [-0.39, 1.61, -2.33], [-0.73, 0.39, -1.68], [-1.17, 2.37, -2.21], [0.54, 2.03, -1.94], [-0.26, 1.39, -3.39], [-0.86, 0.58, -0.74], [-1.60, -1.33, -4.73], [-1.54, -1.93, -3.45], [-1.20, -0.31, -4.71], [-1.00, -1.94, -5.39], [-2.63, -1.30, -5.10], [-1.91, -1.31, -2.81]], "smiles": "OCCO.OCCO.CO.CO", "total_energy_ha": -691.9685, "relative_energy_kj_mol": 360.39, "homo_energy_ev": -9.82, "orbital_gap_ev": 10.296, "total_charge": 0, "lumo_energy_ev": 0.48}